Record 1
{
  "formula": "C37H59F2N4O6Si",
  "method": "the ωB97M-V functional and the def2-TZVPD basis",
  "relative_energy_ev": 0.0000,
  "gap_ev": 7.526,
  "total_charge": 1,
  "total_energy_ev": -70876.0730,
  "e_lumo_ev": -3.44,
  "symbols": ["C", "C", "C", "C", "F", "F", "C", "C", "Si", "C", "C", "C", "C", "C", "C", "C", "C", "C", "C", "C", "C", "O", "N", "C", "C", "C", "O", "N", "O", "C", "C", "C", "O", "C", "C", "C", "C", "C", "C", "C", "H", "H", "H", "H", "H", "H", "H", "H", "H", "H", "H", "H", "H", "H", "H", "H", "H", "H", "H", "H", "H", "H", "H", "H", "H", "H", "H", "H", "H", "H", "H", "H", "H", "H", "H", "H", "H", "H", "H", "H", "H", "H", "H", "H", "H", "C", "O", "N", "C", "C", "H", "H", "H", "H", "H", "H", "H", "C", "O", "N", "C", "C", "H", "H", "H", "H", "H", "H", "H"],
  "positions_angstrom": [[-0.0249, -1.5766, 4.1922], [0.1201, -0.3416, 3.2940], [0.0471, -0.5348, 1.7516], [-0.9653, -1.6258, 1.3196], [-2.1326, -1.4481, 2.0385], [-0.4344, -2.8290, 1.7365], [-1.3182, -1.7577, -0.1505], [-2.0725, -3.0657, -0.4629], [-3.2390, -2.8515, -1.9292], [-4.4202, -4.3076, -1.9077], [-4.2512, -1.2816, -1.7178], [-2.3040, -2.8513, -3.5519], [-1.7902, -4.0551, -4.0481], [-1.1119, -4.1048, -5.2559], [-0.9338, -2.9437, -5.9939], [-1.4315, -1.7389, -5.5216], [-2.1100, -1.6958, -4.3123], [1.4014, -0.8910, 1.0508], [2.7213, -0.9163, 1.8441], [3.6623, 0.2987, 1.6888], [4.8963, -0.0085, 0.8430], [5.9298, 0.9077, 1.1576], [1.4031, -0.0088, -0.1363], [0.5021, 0.8940, -0.1299], [-0.2744, 0.9067, 1.1444], [0.4923, 1.9936, 1.9335], [0.7637, 3.1001, 1.0643], [1.4143, 4.0760, 1.8842], [1.8148, 4.9684, 1.2776], [-1.7750, 1.2590, 0.8389], [-2.3878, 2.5312, 1.4217], [-3.9017, 2.3697, 1.5754], [-2.0733, 3.5598, 0.5059], [-2.3995, 4.8703, 0.9561], [-1.7665, 5.8758, 0.0347], [-2.0890, 5.8777, -1.3137], [-1.5156, 6.7957, -2.1659], [-0.6220, 7.7358, -1.6784], [-0.3089, 7.7503, -0.3337], [-0.8760, 6.8199, 0.5154], [-1.0501, -1.9244, 4.2575], [0.5978, -2.3977, 3.8402], [0.3370, -1.3197, 5.1864], [1.0663, 0.1147, 3.5647], [-0.6808, 0.3485, 3.5562], [-1.9622, -0.9275, -0.4223], [-0.4086, -1.7537, -0.7484], [-1.3632, -3.8605, -0.6949], [-2.6769, -3.3828, 0.3890], [-5.1700, -4.2289, -2.6912], [-4.9075, -4.3538, -0.9321], [-3.8618, -5.2377, -2.0234], [-3.8020, -0.3873, -2.1481], [-4.4659, -1.1081, -0.6605], [-5.2095, -1.4534, -2.2085], [-1.9418, -4.9700, -3.4851], [-0.7188, -5.0380, -5.6328], [-0.4155, -2.9964, -6.9421], [-1.2966, -0.8326, -6.0966], [-2.5073, -0.7513, -3.9591], [1.3197, -1.8940, 0.6306], [2.5047, -1.0947, 2.8923], [3.2712, -1.7941, 1.5007], [4.0180, 0.6070, 2.6712], [3.1469, 1.1486, 1.2392], [4.6475, 0.0506, -0.2224], [5.2504, -1.0195, 1.0583], [6.2217, 1.3662, 0.3676], [2.0291, -0.1484, -0.9200], [0.3597, 1.5950, -0.9419], [-0.0309, 2.3099, 2.8303], [1.4477, 1.5814, 2.2572], [-1.9068, 1.3613, -0.2409], [-2.4039, 0.4322, 1.1371], [-1.9899, 2.7705, 2.4159], [-4.3653, 2.4693, 0.5924], [-4.1647, 1.4051, 2.0041], [-4.3118, 3.1496, 2.2147], [-3.4846, 5.0053, 0.9522], [-2.0145, 5.0133, 1.9720], [-2.7983, 5.1645, -1.7130], [-1.7634, 6.7948, -3.2185], [-0.1720, 8.4564, -2.3482], [0.3824, 8.4890, 0.0473], [-0.6281, 6.8478, 1.5690], [1.8571, 1.5268, 6.2991], [1.3811, 0.8272, 5.4158], [1.8030, 2.8687, 6.2908], [2.4000, 3.6945, 7.3221], [1.1120, 3.4736, 5.1695], [2.3840, 1.1077, 7.1695], [1.6415, 4.3049, 7.8141], [3.1581, 4.3531, 6.8960], [2.8711, 3.0577, 8.0674], [0.0716, 3.1409, 5.1459], [1.5879, 3.1646, 4.2425], [1.1442, 4.5575, 5.2468], [2.0314, -5.7952, -5.7687], [1.2827, -5.6109, -6.7094], [3.0424, -6.6805, -5.7677], [3.9064, -6.8689, -4.6216], [3.2662, -7.4736, -6.9673], [1.9350, -5.2387, -4.8189], [4.9441, -6.6482, -4.8788], [3.8495, -7.8967, -4.2588], [3.5965, -6.2004, -3.8205], [3.4713, -6.8259, -7.8192], [2.3830, -8.0669, -7.2018], [4.1131, -8.1342, -6.8020]],
  "lowdin_charge": [-0.062, -0.178, -0.178, -0.447, 0.081, 0.079, -0.135, -0.207, 0.576, -0.166, -0.162, -0.256, -0.095, -0.080, -0.073, -0.088, -0.108, -0.157, -0.089, -0.162, -0.267, -0.045, 0.183, 0.070, -0.232, -0.146, -0.083, 0.001, 0.123, -0.034, -0.388, -0.017, -0.119, -0.150, -0.204, -0.036, -0.077, -0.083, -0.080, -0.058, 0.078, 0.077, 0.069, 0.063, 0.127, 0.084, 0.120, 0.087, 0.090, 0.040, 0.036, 0.029, 0.018, 0.036, 0.040, 0.096, 0.086, 0.109, 0.101, 0.084, 0.150, 0.117, 0.118, 0.126, 0.095, 0.117, 0.119, 0.089, 0.191, 0.180, 0.108, 0.107, 0.135, 0.099, 0.140, 0.099, 0.086, 0.083, 0.132, 0.128, 0.118, 0.106, 0.106, 0.107, 0.110, -0.300, -0.012, -0.183, -0.042, -0.042, 0.143, 0.094, 0.094, 0.088, 0.097, 0.057, 0.096, -0.354, 0.006, -0.197, -0.060, -0.035, 0.131, 0.090, 0.091, 0.079, 0.094, 0.094, 0.087]
}



Record 2
{
  "formula": "C5H10O",
  "method": "the ωB97M-V functional and the def2-TZVPD basis",
  "relative_energy_ev": 1.2068,
  "gap_ev": 11.073,
  "total_charge": 0,
  "total_energy_ev": -7393.5585,
  "smiles": "CC[C@@]1(C)CO1",
  "e_lumo_ev": 1.01,
  "symbols": ["C", "C", "C", "C", "C", "O", "H", "H", "H", "H", "H", "H", "H", "H", "H", "H"],
  "positions_angstrom": [[-1.5364, 1.0232, 0.6110], [-1.0392, -0.3721, 0.2247], [0.4170, -0.4535, -0.2499], [1.0331, 0.7557, -0.9291], [1.3146, -1.4312, 0.3620], [0.6857, -1.7138, -0.8785], [-1.5864, 1.6840, -0.2607], [-0.8939, 1.4974, 1.3598], [-2.5475, 0.9603, 1.0295], [-1.6715, -0.7684, -0.5804], [-1.1641, -1.0544, 1.0735], [0.3116, 1.3315, -1.5088], [1.4862, 1.4114, -0.1782], [1.8270, 0.4091, -1.5974], [0.9741, -2.0175, 1.2131], [2.3897, -1.2618, 0.3093]],
  "lowdin_charge": [-0.107, -0.172, -0.496, -0.014, -0.110, -0.033, 0.066, 0.077, 0.072, 0.121, 0.111, 0.076, 0.089, 0.091, 0.113, 0.115]
}



Record 3
{
  "formula": "C9H14O",
  "method": "the ωB97M-V functional and the def2-TZVPD basis",
  "relative_energy_ev": 0.4402,
  "gap_ev": 9.309,
  "total_charge": 0,
  "total_energy_ev": -11607.1966,
  "smiles": "Cc1ccc(O)cc1.CC",
  "e_lumo_ev": 0.90,
  "symbols": ["C", "C", "C", "C", "C", "O", "C", "C", "H", "H", "H", "H", "H", "H", "H", "H", "C", "C", "H", "H", "H", "H", "H", "H"],
  "positions_angstrom": [[3.2445, -1.9606, -0.5400], [2.2165, -0.8638, -0.6796], [1.1234, -0.7518, 0.1598], [0.2290, 0.3084, 0.0392], [0.4277, 1.2551, -0.9482], [-0.4114, 2.3508, -0.9559], [1.4966, 1.1459, -1.8235], [2.3348, 0.0442, -1.7362], [3.1734, -2.5665, 0.3522], [4.2615, -1.6342, -0.7059], [3.0195, -2.6400, -1.3655], [1.0191, -1.4378, 0.9934], [-0.5239, 0.4250, 0.7967], [-0.3921, 2.7564, -1.8313], [1.6307, 1.7835, -2.6924], [3.0259, -0.2173, -2.5238], [-3.1469, 0.0038, 2.3881], [-3.3720, 0.4982, 0.9739], [-4.0261, -0.2436, 2.9648], [-2.6084, -0.9509, 2.3708], [-2.5175, 0.6617, 2.9829], [-2.5130, 1.0732, 0.6195], [-4.1512, 1.2637, 0.8923], [-3.5401, -0.3035, 0.2688]],
  "lowdin_charge": [-0.056, -0.289, -0.039, -0.011, -0.318, 0.034, -0.025, -0.050, 0.071, 0.073, 0.081, 0.112, 0.093, 0.102, 0.113, 0.113, -0.175, -0.168, 0.054, 0.061, 0.062, 0.034, 0.066, 0.064]
}



Record 4
{
  "formula": "C5H12Si",
  "method": "the ωB97M-V functional and the def2-TZVPD basis",
  "relative_energy_ev": 2.4640,
  "gap_ev": 8.610,
  "total_charge": 0,
  "total_energy_ev": -13254.2664,
  "e_lumo_ev": 0.48,
  "symbols": ["C", "C", "C", "C", "C", "Si", "H", "H", "H", "H", "H", "H", "H", "H", "H", "H", "H", "H"],
  "positions_angstrom": [[-2.1008, 1.6754, 0.0886], [-1.2764, 0.8122, -0.5044], [-1.3227, -2.0795, 0.1058], [2.6255, 0.7099, 0.4426], [-0.3286, -0.0170, 0.1913], [1.3794, -0.3398, -0.5424], [-2.7741, 2.3005, -0.4720], [-2.1169, 1.7956, 1.1601], [-1.2823, 0.7313, -1.5846], [-2.1906, -1.8985, 0.7052], [-1.4868, -2.1900, -0.9463], [-0.5666, -2.7028, 0.5392], [2.3928, 1.7681, 0.3637], [2.6129, 0.4542, 1.4978], [3.6383, 0.5674, 0.0815], [-0.3749, 0.0815, 1.2696], [1.7557, -1.7541, -0.4493], [1.4159, 0.0854, -1.9465]],
  "lowdin_charge": [-0.004, -0.317, 0.055, -0.261, -0.302, 0.614, 0.045, 0.053, 0.091, 0.008, 0.007, -0.005, 0.019, 0.017, 0.010, 0.064, -0.051, -0.042]
}



Record 5
{
  "formula": "C3H4N2",
  "method": "the ωB97M-V functional and the def2-TZVPD basis",
  "relative_energy_ev": 0.8245,
  "gap_ev": 10.466,
  "total_charge": 0,
  "total_energy_ev": -6155.0763,
  "smiles": "c1cn[nH]c1",
  "e_lumo_ev": 1.07,
  "symbols": ["C", "C", "N", "N", "C", "H", "H", "H", "H"],
  "positions_angstrom": [[0.2339, 0.1003, -0.9854], [-1.0816, -0.0662, -0.5313], [-1.1477, -0.2051, 0.7813], [0.1372, -0.1850, 1.1673], [1.0120, -0.0204, 0.1466], [0.3833, 0.6563, -1.8870], [-1.9563, -0.0907, -1.1666], [0.3399, -0.1092, 2.1509], [2.0794, -0.0799, 0.3242]],
  "lowdin_charge": [-0.101, -0.194, 0.021, -0.054, -0.111, 0.086, 0.098, 0.146, 0.110]
}



Record 6
{
  "formula": "C9H17ClOS",
  "method": "the ωB97M-V functional and the def2-TZVPD basis",
  "gap_ev": 8.990,
  "total_charge": 0,
  "total_energy_ev": -35005.2002,
  "e_lumo_ev": 0.74,
  "symbols": ["C", "C", "C", "C", "C", "C", "C", "C", "C", "H", "H", "H", "H", "H", "H", "H", "H", "H", "H", "H", "H", "H", "H", "H", "H", "H", "O", "S", "Cl"],
  "positions_angstrom": [[3.7219, 1.6233, 0.8695], [1.8944, 0.4075, -0.9320], [1.3382, -1.1718, -1.3726], [0.4788, -1.0490, -0.0642], [0.7603, 0.4679, 0.1309], [-1.4845, -1.3747, 1.4519], [-2.5786, -0.1820, -0.1229], [-2.3761, -1.0278, -1.2244], [-3.1074, 1.2725, -0.2610], [2.8813, 1.8366, 1.4738], [4.5810, 1.3140, 1.7843], [4.0892, 2.8440, 0.5071], [1.8570, 1.2312, -1.5861], [0.9143, -0.9740, -2.3294], [2.0591, -1.9417, -1.1846], [-0.6448, -1.1353, -0.2221], [0.8193, -1.7462, 0.6536], [-0.0728, 1.1928, -0.2777], [0.9812, 0.8146, 1.0596], [-1.5290, -1.3230, 2.5402], [-1.5867, -2.5188, 0.8720], [-0.2530, -1.0010, 1.1621], [-2.7167, -0.7047, -2.1632], [-1.9327, -2.0807, -1.1336], [-3.4579, 1.4023, 0.8001], [-3.8459, 1.3609, -1.1206], [-2.4161, -0.3612, 1.1839], [3.5011, 0.2684, -0.1716], [-1.8748, 2.5560, -0.3230]],
  "lowdin_charge": [-0.549, -0.525, -0.052, -0.318, -0.197, -0.138, -0.438, 0.061, -0.493, -0.034, 0.112, 0.124, 0.070, 0.085, 0.076, 0.013, 0.109, 0.053, 0.058, 0.085, 0.179, 0.086, 0.042, 0.090, 0.084, 0.103, -0.101, 0.816, 0.599]
}